Record 1
Computed, not measured: a molecular structure, C54H49F3N3O9SSbSiY at a distorted geometry, with ωB97M-V/def2-TZVPD.

Last column: Löwdin charge in e.
Element x y z (Å)
Y -0.2883 0.3513 0.1770  1.326
O -7.2801 -0.4452 1.4493  -0.046
C -6.9703 0.0337 0.3354  -0.696
O -7.6648 0.4231 -0.6293  -0.048
C -5.4605 0.1306 0.1012  -0.111
C -4.9233 -0.0688 -1.1650  0.004
C -3.5521 -0.0476 -1.3321  -0.138
N -2.7076 0.2105 -0.3354  0.010
C -3.2313 0.4317 0.8785  -0.202
C -4.5820 0.3907 1.1477  0.071
C -2.1445 0.6865 1.9068  -0.629
O -2.0557 1.7478 2.5043  0.037
O -1.2403 -0.2670 1.9463  -0.225
H -5.5896 -0.2594 -1.9966  0.123
H -3.1012 -0.2568 -2.2995  0.106
H -4.9630 0.5261 2.1534  0.136
O 1.1413 1.7961 -0.7395  -0.334
N 2.1185 1.2506 -1.3689  0.036
N 2.5035 0.1664 -0.8432  -0.201
O 1.9877 -0.3277 0.2462  -0.206
C 3.6030 -0.5327 -1.5110  -0.143
C 3.9777 -0.2407 -2.8161  -0.012
C 5.0379 -0.9362 -3.3735  -0.079
C 5.7121 -1.9073 -2.6401  -0.090
C 5.3205 -2.1808 -1.3410  -0.071
C 4.2600 -1.4906 -0.7685  -0.026
H 3.4331 0.5042 -3.3815  0.102
H 5.3340 -0.7219 -4.3937  0.103
H 6.5374 -2.4485 -3.0848  0.100
H 5.8347 -2.9385 -0.7632  0.106
H 3.9408 -1.6863 0.2446  0.112
O 2.5374 3.7993 0.7489  -0.072
H 2.0108 3.3308 0.0849  -0.005
H 3.4390 3.4948 0.6026  0.046
C -0.0507 -5.4249 -1.0335  -0.088
C 0.2137 -4.0057 -0.5197  -0.593
C -0.2734 -3.9079 0.9366  -0.084
C 1.7220 -3.7171 -0.5078  -0.093
Si -0.7200 -2.7389 -1.5802  0.494
O -0.3145 -1.2059 -1.2268  -0.407
C -2.5399 -3.1652 -1.3582  -0.219
C -3.2469 -2.7306 -0.2234  -0.107
C -4.5929 -3.0216 -0.0424  -0.070
C -5.2670 -3.7793 -0.9947  -0.075
C -4.5867 -4.2455 -2.1135  -0.088
C -3.2409 -3.9361 -2.2937  -0.103
C -0.3684 -2.9310 -3.4346  -0.195
C 0.7548 -3.5622 -3.9875  -0.086
C 0.9996 -3.5485 -5.3596  -0.093
C 0.1196 -2.9025 -6.2190  -0.105
C -1.0053 -2.2695 -5.6990  -0.102
C -1.2379 -2.2849 -4.3285  -0.122
H 0.4576 -6.1555 -0.3899  0.082
H 0.3147 -5.5701 -2.0568  0.067
H -1.1200 -5.6608 -1.0288  0.077
H 0.3473 -4.5570 1.5684  0.084
H -1.3089 -4.2308 1.0462  0.076
H -0.1984 -2.8932 1.3425  0.071
H 2.2409 -4.4670 0.1071  0.086
H 1.9191 -2.7337 -0.0820  0.045
H 2.1765 -3.7369 -1.5022  0.062
H -2.7489 -2.1150 0.5218  0.094
H -5.1251 -2.6322 0.8201  0.113
H -6.3226 -3.9885 -0.8684  0.105
H -5.1081 -4.8396 -2.8563  0.095
H -2.7348 -4.3005 -3.1818  0.095
H 1.4608 -4.0745 -3.3433  0.077
H 1.8783 -4.0445 -5.7565  0.096
H 0.3051 -2.8947 -7.2870  0.094
H -1.7007 -1.7652 -6.3616  0.101
H -2.1255 -1.7855 -3.9420  0.098
C -2.8793 3.6276 -2.0521  -0.210
S -1.2402 3.5602 -1.3709  0.993
O -1.3199 2.4555 -0.3459  -0.591
C -0.4356 2.9423 -2.8370  -0.407
C 0.3940 3.8107 -3.5239  -0.084
C 1.1090 3.3371 -4.6182  -0.075
C 1.0093 2.0015 -4.9848  -0.076
C 0.1863 1.1349 -4.2713  -0.046
C -0.5486 1.6083 -3.1962  -0.076
H -3.1767 2.6138 -2.3291  0.057
H -2.8585 4.2936 -2.9165  0.066
H -3.5399 4.0158 -1.2746  0.068
H 0.4985 4.8408 -3.1965  0.111
H 1.7636 4.0060 -5.1633  0.103
H 1.5880 1.6257 -5.8207  0.105
H 0.1250 0.0853 -4.5366  0.098
H -1.1572 0.9225 -2.6163  0.085
F 6.9315 1.6899 4.4399  0.041
C 5.6346 1.7354 4.0589  -0.297
C 4.9770 0.5530 3.8034  -0.017
C 3.6407 0.6134 3.4183  -0.124
C 2.9618 1.8300 3.3009  -0.338
C 3.6858 3.0029 3.5392  -0.125
C 5.0233 2.9633 3.9266  -0.013
Sb 0.8832 1.8078 2.6914  1.631
C 0.4395 3.8201 3.2327  -0.364
C -0.2754 4.6148 2.3393  -0.104
C -0.5890 5.9360 2.6394  -0.001
C -0.1759 6.4452 3.8514  -0.288
F -0.4737 7.7287 4.1528  0.045
C 0.5248 5.6957 4.7716  -0.009
C 0.8284 4.3752 4.4524  -0.132
C 0.2286 0.9145 4.5313  -0.339
C -0.6420 1.5634 5.4060  -0.107
C -1.0714 0.9534 6.5806  -0.007
C -0.6302 -0.3202 6.8596  -0.292
F -1.0392 -0.9161 8.0029  0.043
C 0.2000 -1.0160 6.0097  -0.013
C 0.6183 -0.3886 4.8411  -0.116
H 5.5041 -0.3894 3.8973  0.115
H 3.1352 -0.3188 3.1903  0.084
H 3.2093 3.9687 3.4093  0.090
H 5.5880 3.8692 4.1162  0.116
H -0.6093 4.1937 1.3987  0.068
H -1.1477 6.5632 1.9540  0.117
H 0.8206 6.1395 5.7156  0.117
H 1.3777 3.7746 5.1716  0.108
H -1.0160 2.5509 5.1660  0.097
H -1.7502 1.4489 7.2646  0.117
H 0.4981 -2.0283 6.2554  0.116
H 1.2447 -0.9518 4.1574  0.089

Largest force on an atom, eV/Å: 1.96
Energy, eV: -114143.3498
Energy relative to the best compared isomer or geometry (same formula, charge and spin), kcal/mol: 33.1
Molecular weight, g/mol: 1211.8
Net charge: -1
E_LUMO, hartree: 0.06377
Kohn-Sham gap, eV: 7.282

Record 2
Computed, not measured: a molecular structure, CH3BrFOP at a distorted geometry, with ωB97M-V/def2-TZVPD.

Last column: Löwdin charge in e.
Element x y z (Å)
C 0.7062 -0.0326 -0.0389  -0.348
O 1.7599 -0.8973 -0.4041  -0.096
F -1.2538 1.9931 0.0733  -0.444
P -1.3147 0.7207 -0.9045  0.500
Br -2.4632 -0.5413 0.5696  0.192
H 0.2069 -0.3724 0.8069  -0.024
H 1.3354 -1.8529 -0.2039  0.168
H 1.0233 0.9826 0.1015  0.052

Largest force on an atom, eV/Å: 4.87
Energy, eV: -85178.1018
Energy relative to the best compared isomer or geometry (same formula, charge and spin), kcal/mol: 44.9
Molecular weight, g/mol: 160.9
2S+1: 3
E_LUMO (alpha / beta), hartree: 0.00693 / -0.08294
Kohn-Sham gap (alpha / beta), eV: 6.020 / 8.642